w) # C5H16NO2

3 unconnected molecules or ions with the total composition C5H16NO2 (wB97M-V/def2-TZVPD, OMol25).

Each line ends with the Löwdin charge.
Geometry (Å):
C 1.1458 0.2624 1.9064  -0.03
C 0.5197 -1.0971 1.3368  -0.21
C 0.6265 -1.0952 -0.0681  -0.23
C 0.1524 -2.0580 -0.8640  -0.15
C -0.0585 -1.9359 -2.3250  -0.11
N 0.5706 1.5497 1.0754  0.14
H 2.1732 0.3542 1.7116  0.09
H 0.9000 0.3656 2.9622  0.12
H -0.4859 -1.3120 1.8053  0.14
H 1.2071 -1.9625 1.7841  0.17
H 1.3426 -0.3984 -0.5171  0.13
H 0.0235 -3.0831 -0.3988  0.14
H -0.1125 -2.9980 -2.7032  0.09
H 0.6655 -1.4783 -3.0544  0.09
H -1.0522 -1.5078 -2.5803  0.08
H -0.2468 1.1791 0.4300  0.11
H 1.0903 1.9092 0.3219  0.09
H 0.4321 2.4022 1.5776  0.14
H -0.6928 1.8000 -1.5673  0.06
H -0.1035 3.0225 -1.7846  0.10
O -0.1745 2.4022 -1.0348  -0.06
H -2.8305 0.1685 0.2208  -0.02
H -2.3653 1.6633 0.5042  0.15
O -2.1073 0.6692 0.2653  -0.03

Its total charge is +1. Its LUMO energy is -3.06 eV. The frontier orbital gap comes out at 9.153 eV.


x) # C5H16NO2

3 unconnected molecules or ions with the total composition C5H16NO2 (wB97M-V/def2-TZVPD, OMol25).

Each line ends with the Löwdin charge.
Geometry (Å):
C 0.6610 -2.1270 -1.3869  -0.02
C 0.5923 -0.7782 -0.6350  -0.33
N 0.0220 0.3579 -1.3836  0.13
C -1.1954 0.8685 -0.5424  -0.10
C -1.2219 0.1096 0.7335  -0.15
C -0.1186 -1.0227 0.6515  -0.15
H 0.9996 -2.1241 -2.4677  0.11
H -0.3288 -2.6039 -1.3722  0.09
H 1.2464 -2.7893 -0.8148  0.07
H 1.5569 -0.3222 -0.2330  0.18
H -0.3784 0.0697 -2.2055  0.14
H 0.5452 1.2314 -1.4206  0.11
H -1.1096 1.9974 -0.2750  0.15
H -2.0992 0.9319 -1.0799  0.11
H -0.9459 0.8435 1.5939  0.14
H -2.1962 -0.2729 0.9574  0.11
H -0.5097 -2.0922 0.6827  0.14
H 0.5817 -0.9305 1.5166  0.10
H 0.5886 3.6432 -2.1709  0.09
H 1.9142 3.3834 -1.3140  0.12
O 0.9565 3.0503 -1.4657  -0.09
H 0.3200 -1.1630 4.4821  0.01
H -0.8537 -0.6818 3.8697  0.11
O 0.0698 -1.0412 3.5922  -0.07

Its total charge is +1. Its LUMO energy is -2.89 eV. The frontier orbital gap comes out at 11.730 eV.


Referenced to the most stable arrangement, the calculated values in eV are w) 1.626; x) 0.000.


w) # C4H17NO4

5 unconnected molecules or ions with the total composition C4H17NO4 (wB97M-V/def2-TZVPD, OMol25).

Each line ends with the Löwdin charge.
Geometry (Å):
C -0.8244 -0.1127 2.8103  0.00
C -1.2025 0.6857 1.8230  -0.25
N -0.3832 1.4216 0.9605  -0.05
C -1.0622 2.4243 0.1227  -0.28
C -1.5216 1.8372 -1.2090  -0.09
H -1.4533 -0.7269 3.4274  0.04
H 0.2420 -0.3046 2.9284  0.03
H -2.2629 0.9025 1.7126  0.10
H 0.2541 0.8690 0.4060  0.09
H -1.8689 2.9680 0.6160  0.11
H -0.3063 3.2144 0.0392  0.10
H -2.2921 1.1236 -0.8898  0.07
H -2.0636 2.6399 -1.7229  0.07
H -0.8188 1.3748 -1.8783  0.06
H 1.6522 -0.8922 -1.4785  0.00
H 2.0512 0.4927 -0.9999  0.05
O 2.1714 -0.4411 -0.8099  -0.05
H 2.8499 -1.1592 0.8712  0.01
H 2.0741 -1.1403 2.1855  0.01
O 2.5815 -1.7227 1.6158  -0.07
H -0.3939 -1.2644 -3.4008  0.05
H 0.5728 -1.9942 -2.6933  0.01
O 0.5731 -1.3341 -3.4146  -0.07
H -0.2792 -3.2467 -0.4839  0.05
H 1.2584 -2.9806 -0.0740  0.04
O 0.4523 -2.6338 -0.4637  -0.05

Its SMILES is C=CNCC.O.O.O.O. Its LUMO energy is 0.37 eV. The frontier orbital gap comes out at 8.586 eV.


x) # C4H17NO4

4 unconnected molecules or ions with the total composition C4H17NO4 (wB97M-V/def2-TZVPD, OMol25).

Each line ends with the Löwdin charge.
Geometry (Å):
C -15.3742 2.4214 4.2770  -0.07
C -16.0537 2.6502 2.9217  -0.40
C -16.1504 4.1396 2.5519  -0.20
O -17.3217 4.4034 1.7882  -0.19
C -17.1472 4.2946 0.3894  -0.11
N -15.2064 1.8843 1.9557  0.02
H -15.3520 1.3454 4.4516  0.08
H -15.8907 2.8923 5.1160  0.07
H -14.3427 2.7772 4.2962  0.08
H -17.0029 2.1218 2.8811  0.14
H -15.2395 4.4892 2.0536  0.12
H -16.2664 4.7812 3.4292  0.12
H -18.0352 4.5533 -0.1794  0.09
H -16.7866 3.3112 0.0874  0.07
H -16.3886 5.0339 0.0955  0.09
H -15.3827 2.2175 1.0089  0.04
H -14.2384 2.1922 2.0706  0.07
O -14.5869 -1.5920 9.4509  -0.06
H -14.9011 -0.9953 8.7572  0.00
H -14.3391 -1.0114 10.1778  0.03
O -16.1386 0.5182 7.5369  -0.07
H -16.6367 0.8714 6.7878  0.00
H -16.8041 0.3770 8.2188  0.04
O -18.5544 2.0776 6.6074  -0.05
H -18.9941 2.5230 7.3406  0.05
H -18.5970 2.7071 5.8774  0.04

Its SMILES is COC[C@H](C)N.O.O.O. Its LUMO energy is 0.38 eV. The frontier orbital gap comes out at 9.755 eV.


Referenced to the most stable arrangement, the calculated values in eV are w) 0.201; x) 0.000.